1.
Here is a cluster of 2 separate species, CH2O3S in total at a distorted geometry from the OMol25 dataset. Energies are from wB97M-V/def2-TZVPD.

The relative energy (zero: lowest compared OMol25 entry of this formula, charge and spin) comes out at 1.018 eV. The calculation puts the highest occupied orbital energy (alpha / beta) at -9.983 / -9.979 eV. The energy comes out at -18044.835 eV. As for the HOMO-LUMO gap (alpha / beta): 7.82 / 7.81 eV. Its SMILES is O=CO.O=S.

CARTESIAN COORDINATES (ANGSTROEM)
C 1.12 0.21 1.03
O -1.54 -0.15 -1.61
O 1.25 1.32 0.64
O -0.01 -0.58 0.95
S -1.89 0.04 -3.07
H 1.67 -0.35 1.81
H -0.59 -0.49 0.25

2.
Here is a cluster of 2 separate species, CH2O5P2 in total at a distorted geometry from the OMol25 dataset. Energies are from wB97M-V/def2-TZVPD.

The relative energy (zero: lowest compared OMol25 entry of this formula, charge and spin) comes out at 1.421 eV. The calculation puts the highest occupied orbital energy (alpha / beta) at 2.640 / -2.138 eV. The energy comes out at -29882.857 eV. As for the HOMO-LUMO gap (alpha / beta): 3.96 / 8.67 eV. The spin multiplicity is 3. The charge is -2.

CARTESIAN COORDINATES (ANGSTROEM)
C -1.62 0.00 1.35
O 2.80 0.73 0.85
O 3.05 0.29 -1.63
O -1.24 -0.96 0.73
O 3.27 -1.65 0.05
O -2.58 -0.09 -1.00
P -2.90 0.98 0.27
P 3.07 -0.20 -0.25
H -1.96 -0.88 -0.48
H -1.89 1.80 0.12

3.
Here is a cluster of 2 separate species, CH2OS2 in total at a distorted geometry from the OMol25 dataset. Energies are from wB97M-V/def2-TZVPD.

The relative energy (zero: lowest compared OMol25 entry of this formula, charge and spin) comes out at 2.678 eV. The calculation puts the highest occupied orbital energy (alpha / beta) at -8.035 / -7.964 eV. The energy comes out at -24784.597 eV. As for the HOMO-LUMO gap (alpha / beta): 7.31 / 7.06 eV.

CARTESIAN COORDINATES (ANGSTROEM)
C -1.65 0.66 0.14
O -2.60 1.10 -0.41
S 1.50 0.39 -0.34
S 0.69 2.12 0.17
H -0.94 -0.09 0.52
H 2.16 -0.02 0.86

4.
Here is a cluster of 2 separate species, CH2OS2 in total at a distorted geometry from the OMol25 dataset. Energies are from wB97M-V/def2-TZVPD.

The relative energy (zero: lowest compared OMol25 entry of this formula, charge and spin) comes out at 4.940 eV. The calculation puts the highest occupied orbital energy (alpha / beta) at -7.555 / -7.871 eV. The energy comes out at -24782.335 eV. As for the HOMO-LUMO gap (alpha / beta): 6.59 / 6.92 eV.

CARTESIAN COORDINATES (ANGSTROEM)
C -0.93 0.13 -0.24
O -4.08 -0.86 0.11
S 0.10 1.35 0.15
S -3.53 0.51 0.00
H -0.57 -0.89 -0.25
H 1.30 0.75 0.36

5.
Here is the molecule CH2OS2 at a distorted geometry from the OMol25 dataset. Energies are from wB97M-V/def2-TZVPD.

The relative energy (zero: lowest compared OMol25 entry of this formula, charge and spin) comes out at 1.336 eV. The calculation puts the highest occupied orbital energy at -9.870 eV. The energy comes out at -24785.940 eV. As for the HOMO-LUMO gap: 9.79 eV.

CARTESIAN COORDINATES (ANGSTROEM)
C -0.23 -0.05 -0.20
H -1.39 -1.24 1.40
H 1.64 0.86 -1.33
O -0.28 -0.92 -1.13
S -0.85 0.23 1.35
S 1.11 1.12 -0.08

6.
Here is a structure of composition CH2OS2 at a distorted geometry from the OMol25 dataset. Energies are from wB97M-V/def2-TZVPD.

The relative energy (zero: lowest compared OMol25 entry of this formula, charge and spin) comes out at 2.282 eV. The calculation puts the highest occupied orbital energy at -8.919 eV. The energy comes out at -24784.994 eV. As for the HOMO-LUMO gap: 8.73 eV.

CARTESIAN COORDINATES (ANGSTROEM)
C 0.71 -0.07 0.07
H -0.30 1.42 -0.16
H -2.19 -0.25 0.51
O 0.70 1.15 -0.17
S -0.88 -1.12 -0.16
S 1.95 -1.13 -0.09

7.
Here is a cluster of 2 separate species, CH2OS3 in total at a distorted geometry from the OMol25 dataset. Energies are from wB97M-V/def2-TZVPD.

The relative energy (zero: lowest compared OMol25 entry of this formula, charge and spin) comes out at 0.715 eV. The calculation puts the highest occupied orbital energy at -8.532 eV. The energy comes out at -35620.321 eV. As for the HOMO-LUMO gap: 6.09 eV.

CARTESIAN COORDINATES (ANGSTROEM)
C -1.86 -0.29 0.47
O 1.30 -0.61 -0.60
S 3.31 1.46 -0.74
S -2.46 0.98 -0.30
S 2.77 -0.34 -0.33
H -2.20 -0.62 1.44
H -0.84 -0.58 0.07

8.
Here is the molecule CH2OS3 at a distorted geometry from the OMol25 dataset. Energies are from wB97M-V/def2-TZVPD.

The relative energy (zero: lowest compared OMol25 entry of this formula, charge and spin) comes out at 2.391 eV. The calculation puts the highest occupied orbital energy at -9.645 eV. The energy comes out at -35618.645 eV. As for the HOMO-LUMO gap: 8.42 eV. Its SMILES is O=[S@@]1(=S)CS1.

CARTESIAN COORDINATES (ANGSTROEM)
C 0.20 0.14 0.28
O -1.69 0.74 2.56
S 0.32 -1.62 3.02
S 1.18 1.29 1.31
S -0.23 0.03 2.06
H -0.35 0.73 -0.58
H 0.73 -0.59 -0.21

9.
Here is a cluster of 18 separate species, CH37O18 in total at a distorted geometry from the OMol25 dataset. Energies are from wB97M-V/def2-TZVPD.

The relative energy (zero: lowest compared OMol25 entry of this formula, charge and spin) comes out at 1.013 eV. The calculation puts the highest occupied orbital energy at -6.113 eV. The energy comes out at -38494.965 eV. As for the HOMO-LUMO gap: 7.81 eV. The charge is -1.

CARTESIAN COORDINATES (ANGSTROEM)
C 3.79 27.10 -3.51
O 3.48 26.76 -2.21
H 3.14 26.74 -4.30
H 4.81 26.79 -3.81
H 3.72 28.23 -3.64
O 3.89 24.08 -3.02
H 4.65 24.20 -3.61
H 3.69 25.01 -2.75
O 4.24 31.39 -2.74
H 3.34 31.74 -2.79
H 4.16 30.60 -2.25
O 2.21 29.84 -4.89
H 2.97 30.25 -5.26
H 1.88 29.08 -5.36
O 0.72 24.43 -4.67
H 1.61 24.71 -4.97
H 0.22 24.24 -5.43
O 3.80 29.12 -1.14
H 3.69 28.93 -0.20
H 3.47 28.31 -1.54
O 4.23 24.10 -0.40
H 4.25 24.26 -1.34
H 3.48 24.58 -0.02
O 1.24 25.33 -2.16
H 1.91 26.07 -2.21
H 1.36 24.82 -3.00
O 3.19 24.60 -5.73
H 3.17 24.49 -6.68
H 4.12 24.93 -5.65
O 0.29 27.71 -3.22
H 0.97 28.31 -2.99
H 0.49 26.86 -2.86
O 1.15 27.28 -5.77
H 0.79 27.19 -4.89
H 1.86 26.64 -5.81
O 5.75 28.56 -5.52
H 6.60 28.11 -5.60
H 5.23 28.00 -4.91
O 6.24 29.01 -2.49
H 5.34 28.80 -2.41
H 6.38 29.73 -3.11
O 5.94 24.79 -4.94
H 6.60 24.10 -4.97
H 6.35 25.42 -4.38
O 3.87 26.48 1.33
H 4.50 26.38 0.58
H 4.05 27.36 1.63
O 5.58 26.68 -0.80
H 4.70 26.86 -1.23
H 5.91 25.97 -1.37
O 1.51 27.56 0.00
H 0.82 27.71 0.65
H 2.08 26.94 0.38
O 7.77 26.83 -4.24
H 8.13 25.94 -4.41
H 8.11 27.06 -3.40

10.
Here is a cluster of 17 separate species, CH38NO16 in total at a distorted geometry from the OMol25 dataset. Energies are from wB97M-V/def2-TZVPD.

The relative energy (zero: lowest compared OMol25 entry of this formula, charge and spin) comes out at 0.954 eV. The calculation puts the highest occupied orbital energy at -12.837 eV. The energy comes out at -35897.790 eV. As for the HOMO-LUMO gap: 10.15 eV. The charge is +1.

CARTESIAN COORDINATES (ANGSTROEM)
C -0.79 -1.45 1.86
N -0.45 0.04 1.68
H -1.69 -1.65 1.31
H -0.01 -2.14 1.58
H -0.59 -1.75 2.90
H -1.33 0.53 1.63
H 0.12 0.06 0.81
H 0.16 0.40 2.41
H -0.38 2.22 -3.75
H 0.36 2.59 -2.45
O 0.12 1.85 -3.03
H -4.07 -0.21 2.96
H -4.35 1.14 2.19
O -3.76 0.68 2.79
H -2.24 2.37 -3.39
H -2.46 2.10 -1.98
O -2.95 2.04 -2.84
H 0.31 0.78 -0.88
H 1.56 1.40 -0.35
O 1.17 0.51 -0.52
H -1.83 -3.49 -0.70
H -2.66 -3.13 -1.90
O -2.45 -2.82 -1.01
H 1.45 0.51 -3.23
H 2.50 0.47 -4.13
O 2.26 -0.04 -3.33
H 3.76 -2.27 0.95
H 2.19 -2.73 0.54
O 2.86 -2.49 1.17
H 0.48 -3.84 -0.98
H 0.94 -4.69 0.21
O 0.44 -3.90 -0.02
H 2.00 -2.85 -2.82
H 1.65 -1.52 -3.35
O 1.20 -2.35 -2.99
H -0.02 4.01 1.82
H 1.12 4.64 1.16
O 0.37 4.08 0.94
H -3.83 0.29 -2.19
H -4.08 -1.04 -2.74
O -3.85 -0.62 -1.89
H 1.51 -1.00 4.27
H 2.27 -1.67 3.30
O 1.51 -1.05 3.29
H 4.59 -0.93 -1.64
H 3.19 -0.68 -1.44
O 3.85 -1.33 -1.15
H -2.53 1.81 3.95
H -1.33 1.09 4.56
O -1.58 1.72 3.87
H -1.66 4.28 -2.28
H -0.64 4.23 -1.04
O -1.19 3.72 -1.65
H 2.38 0.22 2.90
H 3.41 0.86 1.89
O 3.01 0.97 2.75

11.
Here is a cluster of 2 separate species, CH3BCl2 in total at a distorted geometry from the OMol25 dataset. Energies are from wB97M-V/def2-TZVPD.

The relative energy (zero: lowest compared OMol25 entry of this formula, charge and spin) comes out at 5.271 eV. The calculation puts the highest occupied orbital energy (alpha / beta) at -8.945 / -10.271 eV. The energy comes out at -26801.216 eV. As for the HOMO-LUMO gap (alpha / beta): 8.35 / 9.59 eV.

CARTESIAN COORDINATES (ANGSTROEM)
B -0.69 -0.13 -0.69
C 0.58 0.04 0.19
Cl 0.37 -1.70 0.06
Cl 2.14 0.63 0.12
H -1.54 0.12 -0.01
H -0.71 0.04 -1.78
H -0.15 1.00 2.11

12.
Here is a cluster of 2 separate species, CH3Br2ClOSi in total at a distorted geometry from the OMol25 dataset. Energies are from wB97M-V/def2-TZVPD.

The relative energy (zero: lowest compared OMol25 entry of this formula, charge and spin) comes out at 4.445 eV. The calculation puts the highest occupied orbital energy (alpha / beta) at -9.290 / -8.097 eV. The energy comes out at -163618.830 eV. As for the HOMO-LUMO gap (alpha / beta): 7.26 / 5.09 eV.

CARTESIAN COORDINATES (ANGSTROEM)
C 0.04 -0.84 0.06
O 1.41 -1.13 0.11
Si 2.82 -0.53 0.59
Cl 3.05 -0.13 2.54
Br 4.02 -1.70 -0.77
Br 2.12 3.30 -0.12
H -0.22 0.06 0.59
H -0.57 -1.76 0.19
H -0.14 -0.77 -1.03